The following is a DFT calculation (the ωB97M-V functional and the def2-TZVPD basis) of an isolated molecule of C4H3NO2 in a non-equilibrium geometry.

Each line ends with the Mulliken charge.
Atoms and positions in Å:
N -3.385359 -0.458933 -0.101142  -0.391
C -2.367384 0.153797 -0.115679  0.102
C -0.936067 0.719035 0.034422  0.042
C -0.037016 -0.214605 0.245854  -0.236
C 1.352824 0.055767 0.068436  0.599
O 1.624850 1.246426 -0.170313  -0.549
O 2.066481 -1.023379 -0.113445  -0.504
H -1.035342 1.922759 0.252103  0.292
H -0.489722 -1.364358 -0.121802  0.222
H 3.206738 -1.036510 0.021562  0.424

Atoms 1-3, force components in eV/Å:
N 3.544 2.473 -0.255
C -1.343 -1.628 0.513
C -5.089 2.845 1.424

## Properties
molecular weight: 97.1 Da
structure (SMILES): N#C/C=C/C(=O)O
ΔE to the lowest compared entry with this formula, charge and spin: 3.463 eV
Kohn-Sham gap: 9.864 eV



The following is a DFT calculation (the ωB97M-V functional and the def2-TZVPD basis) of a structure of composition C2H4N2OP2 in a non-equilibrium geometry.

Each line ends with the Mulliken charge.
Atoms and positions in Å:
C 0.777374 -1.496653 1.174261  -0.051
C 1.805826 -0.558638 0.717177  -0.080
N -0.345390 -1.328683 0.543807  -0.468
N 1.503225 0.177180 -0.271363  -0.446
O -2.654214 1.445055 -1.874702  -0.666
P -0.096704 -0.127411 -0.720790  0.289
P -0.995976 1.572375 0.236535  0.214
H 0.799874 -2.382293 1.783136  0.407
H 2.831586 -0.384743 1.033955  0.403
H -3.182998 0.656447 -1.834094  0.265
H -0.442603 2.427364 -0.787921  0.131

Atoms 1-3, force components in eV/Å:
C -1.603 0.000 -1.479
C 1.789 -0.172 0.176
N 0.117 0.521 -0.134

## Properties
molecular weight: 134.0 Da
ΔE to the lowest compared entry with this formula, charge and spin: 3.471 eV
Kohn-Sham gap (alpha / beta): 7.154 / 7.153 eV



The following is a DFT calculation (the ωB97M-V functional and the def2-TZVPD basis) of an isolated molecule of C6H13NO3.

Each line ends with the Mulliken charge.
Atoms and positions in Å:
O -1.174458 0.656888 0.350253  -0.677
C -0.349599 -0.109066 -0.108568  0.537
C -0.524466 -1.620517 -0.102262  -0.500
C -1.342298 -2.064752 1.110244  -0.662
C -0.518562 -1.996931 2.398121  -0.575
O 0.081861 -0.744509 2.610825  -0.501
N 0.793995 0.317672 -0.687020  -0.161
C 1.104438 1.717675 -0.840362  -0.696
C 0.831116 2.211814 -2.271104  -0.386
O 1.151743 3.568462 -2.432345  -0.515
H -1.054994 -1.888238 -1.019753  0.322
H 0.448453 -2.113507 -0.106536  0.353
H -1.698562 -3.086596 0.974760  0.380
H -2.207407 -1.403129 1.198805  0.304
H -1.162975 -2.263363 3.250456  0.291
H 0.307557 -2.713506 2.358591  0.325
H -0.582843 -0.059205 2.462348  0.341
H 1.433567 -0.349766 -1.085955  0.245
H 2.152331 1.896008 -0.584235  0.289
H 0.465629 2.261040 -0.137728  0.379
H 1.462286 1.672923 -2.983030  0.311
H -0.221983 2.020406 -2.521839  0.282
H 0.605173 4.090196 -1.833666  0.314

Atoms 1-3, force components in eV/Å:
O -0.374 0.260 0.172
C 0.369 -0.531 -0.237
C -0.374 0.083 0.271

## Properties
molecular weight: 147.2 Da
structure (SMILES): O=C(CCCO)NCCO
ΔE to the lowest compared entry with this formula, charge and spin: 0.943 eV
Kohn-Sham gap: 10.528 eV



Q: Which of these has the lowest molecular weight?
A: C4H3NO2



Q: The lowest ΔE to the lowest compared entry with this formula, charge and spin belongs to which entry?
A: C6H13NO3



Repeat the second record exactly.
The following is a DFT calculation (the ωB97M-V functional and the def2-TZVPD basis) of a structure of composition C2H4N2OP2 in a non-equilibrium geometry.

Each line ends with the Mulliken charge.
Atoms and positions in Å:
C 0.777374 -1.496653 1.174261  -0.051
C 1.805826 -0.558638 0.717177  -0.080
N -0.345390 -1.328683 0.543807  -0.468
N 1.503225 0.177180 -0.271363  -0.446
O -2.654214 1.445055 -1.874702  -0.666
P -0.096704 -0.127411 -0.720790  0.289
P -0.995976 1.572375 0.236535  0.214
H 0.799874 -2.382293 1.783136  0.407
H 2.831586 -0.384743 1.033955  0.403
H -3.182998 0.656447 -1.834094  0.265
H -0.442603 2.427364 -0.787921  0.131

Atoms 1-3, force components in eV/Å:
C -1.603 0.000 -1.479
C 1.789 -0.172 0.176
N 0.117 0.521 -0.134

## Properties
molecular weight: 134.0 Da
ΔE to the lowest compared entry with this formula, charge and spin: 3.471 eV
Kohn-Sham gap (alpha / beta): 7.154 / 7.153 eV